A single C27H32N2O5 molecule, computed with wB97M-V/def2-TZVPD.

```
66
Properties=species:S:1:pos:R:3
C -3.79 -1.72 -2.67
H -3.21 -1.30 -3.50
H -4.73 -2.10 -3.06
H -3.23 -2.54 -2.23
C -4.02 -0.65 -1.61
N -4.72 -1.20 -0.47
C -4.29 -0.71 0.82
H -3.92 0.32 0.77
C -3.19 -1.62 1.42
N -1.87 -1.42 0.90
C -1.27 -2.28 0.05
O -1.78 -3.25 -0.46
C 0.19 -1.83 -0.09
O 1.00 -2.32 -0.85
C 0.35 -0.74 0.85
C 1.47 -0.02 1.12
C 2.81 -0.34 0.63
C 3.31 -1.64 0.67
C 4.59 -1.94 0.25
C 5.37 -0.90 -0.24
C 4.89 0.41 -0.29
C 3.62 0.70 0.15
H 3.24 1.71 0.09
C 5.96 1.27 -0.88
H 6.23 2.10 -0.22
H 5.64 1.70 -1.84
C 7.13 0.28 -1.06
C 8.32 0.61 -0.16
H 8.75 1.56 -0.45
H 9.07 -0.17 -0.25
H 8.00 0.66 0.88
H 7.46 0.22 -2.10
O 6.63 -1.03 -0.71
H 4.97 -2.94 0.28
H 2.68 -2.43 1.07
O 1.34 1.08 1.90
H 2.21 1.49 2.04
C -1.00 -0.36 1.40
C -1.43 1.01 0.93
C -1.28 1.36 -0.41
C -1.69 2.59 -0.87
C -2.26 3.51 0.00
C -2.40 3.17 1.35
C -1.99 1.93 1.80
H -2.10 1.68 2.85
H -2.83 3.89 2.02
O -2.71 4.75 -0.34
C -2.61 5.15 -1.69
H -3.04 6.15 -1.73
H -1.57 5.18 -2.02
H -3.19 4.49 -2.34
H -1.57 2.83 -1.92
H -0.83 0.66 -1.10
H -1.00 -0.37 2.50
H -3.16 -1.47 2.51
H -3.46 -2.66 1.20
H -5.13 -0.74 1.51
C -6.16 -1.29 -0.63
C -6.72 -2.53 0.07
H -6.57 -2.48 1.14
H -7.78 -2.63 -0.13
H -6.20 -3.41 -0.31
H -6.38 -1.36 -1.69
H -6.67 -0.39 -0.24
H -3.06 -0.28 -1.27
H -4.57 0.21 -2.04
```

Values from the calculation:
* gap between HOMO and LUMO: 7.735 eV
* largest force on an atom: 0.0164 hartree/bohr
* LUMO: -0.111 eV
* ΔE to the lowest compared entry with this formula, charge and spin: 133.5 kJ/mol
* net charge: 0
* HOMO level: -7.8 eV